39
Properties=species:S:1:pos:R:3:mulliken_spin:R:1 method="wB97M-V/def2-TZVPD" fmax_ha_per_bohr=0.0679 homo_lumo_gap_ev="5.77 / 6.11" lumo_energy_ev="-0.549 / -1.521" spin_multiplicity=6 homo_energy_ev="-6.32 / -7.63" energy_ev=-71740.883 total_charge=0
Ru 1.1477 -15.6371 -4.7741 3.567
S 0.6274 -17.9362 -5.8588 0.236
C 1.7644 -17.2387 -6.9367 0.015
N 2.4021 -16.1482 -6.4904 0.068
C 3.4660 -15.7174 -7.3342 0.003
C 4.2532 -14.5734 -7.2582 -0.008
C 5.2665 -14.3747 -8.2112 0.000
C 5.4192 -15.2309 -9.2944 0.002
C 4.6131 -16.3758 -9.3856 0.002
C 3.6281 -16.6307 -8.4335 0.002
S 2.6033 -18.0463 -8.2676 0.008
H 4.0996 -13.8616 -6.4622 0.004
H 5.8910 -13.4822 -8.1333 0.000
H 6.2050 -15.0581 -10.0257 0.000
H 4.7099 -17.0622 -10.1980 0.000
O -0.4207 -13.1422 -7.8438 0.050
C -0.5345 -13.9231 -6.8718 -0.022
O -0.0495 -15.0975 -6.6489 0.115
C -1.3574 -13.2785 -5.8633 0.047
C -2.1051 -12.1933 -6.3256 -0.017
C -2.7052 -11.3593 -5.4333 0.029
C -2.5768 -11.6227 -4.0654 -0.014
C -1.8654 -12.7533 -3.5656 0.041
C -1.2704 -13.5702 -4.5160 -0.033
S -0.6677 -15.0813 -3.8483 0.615
H -2.2066 -11.9700 -7.3900 0.002
H -3.2861 -10.4672 -5.7226 0.002
H -3.0268 -10.9251 -3.3813 -0.001
H -1.7571 -12.9754 -2.5024 -0.005
N 2.6072 -15.5732 -3.1471 0.103
N 3.4200 -14.4392 -2.8552 0.012
C 3.3101 -13.2983 -3.5606 -0.009
N 4.1586 -12.2973 -3.2481 0.011
S 2.0566 -13.3264 -4.6993 0.190
H 1.9112 -15.6934 -2.4067 -0.013
H 3.1748 -16.4114 -3.2205 -0.004
H 4.2056 -14.5707 -2.2100 0.004
H 4.8557 -12.4472 -2.5054 0.000
H 4.1034 -11.4132 -3.7402 0.000



8
Properties=species:S:1:pos:R:3:mulliken_charge:R:1 method="wB97M-V/def2-TZVPD" fmax_ha_per_bohr=0.0973 homo_lumo_gap_ev=6.45 smiles="Cc1pc1=S" lumo_energy_ev=-1.475 homo_energy_ev=-7.93 energy_ev=-23280.565 total_charge=0
C -0.2353 -0.4383 0.0161 0.429
C -1.5288 -0.0811 0.0110 -0.175
C 1.0892 0.1314 -0.0036 -1.007
P -1.2203 -1.8419 0.2686 0.005
S -2.6221 1.3540 -0.1659 -0.256
H 1.7644 -0.3671 -0.5793 0.380
H 1.6091 0.0833 0.8825 0.336
H 1.1437 1.1597 -0.4293 0.289



70
Properties=species:S:1:pos:R:3:mulliken_charge:R:1 method="wB97M-V/def2-TZVPD" fmax_ha_per_bohr=0.0605 homo_lumo_gap_ev="5.24 / 5.26" lumo_energy_ev="-7.313 / -7.313" homo_energy_ev="-12.56 / -12.57" energy_ev=-56882.188 total_charge=+2
W 0.7462 0.0045 -0.9323 -0.106
Si 2.5909 -0.1185 -2.4693 0.425
P -0.3365 1.8101 -1.8643 0.917
P 0.2251 -2.2644 -0.9165 0.788
H -0.7676 -0.7652 -3.4461 -0.466
C -2.0420 2.3194 -1.3895 -1.287
H -2.2790 3.3486 -1.7110 0.426
H -2.1357 2.2814 -0.2958 0.325
H -2.7917 1.6396 -1.8140 0.290
C -0.2850 2.1626 -3.6831 -1.174
H -0.8911 3.0484 -3.9360 0.401
H -0.6566 1.2979 -4.2544 0.210
H 0.7487 2.3511 -4.0002 0.380
C 0.6197 3.2500 -1.2017 -1.335
H 0.1688 4.2109 -1.5096 0.451
H 1.6593 3.2297 -1.5575 0.350
H 0.6305 3.2210 -0.1026 0.351
C -1.3427 -2.9379 -0.2311 -1.107
H -1.3181 -4.0345 -0.1166 0.462
H -2.1758 -2.6779 -0.8955 0.309
H -1.5453 -2.5034 0.7563 0.128
C 0.5747 -3.4230 -2.3076 -1.085
H 0.2613 -4.4504 -2.0662 0.452
H 1.6448 -3.4295 -2.5447 0.339
H 0.0302 -3.0892 -3.2003 0.172
C 1.4376 -2.8543 0.3621 -1.263
H 1.2243 -3.8959 0.6577 0.432
H 1.3786 -2.2256 1.2607 0.283
H 2.4640 -2.8147 -0.0273 0.357
C 2.4035 -0.5615 -4.3006 -0.855
H 1.8279 0.1836 -4.8523 0.249
H 1.9616 -1.5474 -4.4581 0.188
H 3.4279 -0.5695 -4.6820 0.424
H 3.2433 1.2398 -2.5057 -0.188
H 3.5580 -1.1550 -1.9574 -0.180
C -2.0399 -1.1782 -4.4730 1.177
O -0.7497 -1.2117 -4.2885 -0.119
C -2.9890 -0.4806 -3.5908 -0.876
H -4.0036 -0.8589 -3.7696 0.498
H -3.0020 0.6054 -3.7941 0.323
H -2.7447 -0.6347 -2.5191 0.206
C -2.4528 -1.8198 -5.7020 -1.313
H -3.2716 -2.4939 -5.4489 0.408
H -1.6515 -2.3696 -6.2083 0.358
H -2.8466 -1.0500 -6.3798 0.375
C 0.6941 0.4203 0.9558 -1.826
C 0.5529 0.5116 2.2038 2.044
C 0.4944 0.7095 3.5152 0.403
C -0.7774 0.3807 4.1279 0.626
C -1.0968 0.9421 5.3676 -0.432
C -2.2852 0.5936 5.9859 -0.811
C -3.1868 -0.2616 5.3550 -0.564
C -2.9116 -0.7629 4.0750 -0.405
C -1.7244 -0.4173 3.4303 -0.264
C 1.7166 1.2076 4.1126 0.666
C 1.9611 0.9517 5.4677 -0.404
C 3.1017 1.4661 6.0667 -0.802
C 4.0295 2.1827 5.3166 -0.472
C 3.8328 2.3745 3.9444 -0.616
C 2.6975 1.8585 3.3171 -0.465
H -0.3752 1.6374 5.7970 0.777
H -2.4599 1.0098 6.9661 0.411
H -4.0987 -0.5381 5.8599 0.416
H -3.6153 -1.4282 3.5745 0.402
H -1.4990 -0.7720 2.4076 -0.075
H 1.2259 0.3533 6.0052 0.794
H 3.2163 1.2898 7.1246 0.412
H 4.9006 2.5930 5.8052 0.419
H 4.5579 2.9310 3.3550 0.415
H 2.5406 1.9781 2.2301 0.250



16
Properties=species:S:1:pos:R:3:mulliken_charge:R:1 method="wB97M-V/def2-TZVPD" fmax_ha_per_bohr=0.0842 homo_lumo_gap_ev=9.34 smiles=C1[C@@H]2[C@@H]3[C@H]4[C@@H](CN32)N14 lumo_energy_ev=1.043 homo_energy_ev=-8.30 energy_ev=-9327.720 total_charge=0
C -0.4086 1.2808 -0.5201 -0.621
C -1.3095 0.3689 0.1237 0.307
C -0.5713 -0.4223 1.1654 -0.498
C 0.8768 -0.0420 1.1787 -0.296
C 1.3235 -0.3417 -0.2034 0.094
C 0.2769 -1.2157 -0.8587 -0.631
H -0.3861 1.0848 -1.6482 0.214
H -0.7222 2.3744 -0.3497 0.331
H -2.3537 0.7115 0.2901 0.334
H -1.1328 -0.9743 2.0161 0.329
H 1.5935 0.3853 1.9228 0.370
H 2.4322 -0.1366 -0.5304 0.323
H -0.0152 -0.8754 -1.8513 0.389
H 0.4448 -2.3173 -0.5182 0.286
N -0.9762 -0.9152 -0.1863 -0.441
N 0.9279 1.0345 -0.0306 -0.488



78
Properties=species:S:1:pos:R:3:mulliken_charge:R:1 method="wB97M-V/def2-TZVPD" fmax_ha_per_bohr=0.0164 homo_lumo_gap_ev=6.09 lumo_energy_ev=2.460 homo_energy_ev=-3.63 energy_ev=-61172.795 total_charge=-1
Pd 0.6097 0.6672 -0.6205 -1.128
O -1.7183 1.3742 -1.4062 -0.450
N -2.4689 1.2408 -0.4118 -0.598
N -2.1920 0.2047 0.3149 1.045
O -1.2232 -0.6403 0.0629 -0.786
C -2.9497 0.0346 1.5153 0.212
C -2.5991 -1.0184 2.3448 -0.201
C -3.3000 -1.2228 3.5286 -0.671
C -4.3500 -0.3912 3.8845 -0.453
C -4.6919 0.6601 3.0384 -0.419
C -4.0024 0.8791 1.8573 -0.389
H -1.7822 -1.6548 2.0402 0.418
H -3.0135 -2.0420 4.1775 0.341
H -4.8924 -0.5525 4.8076 0.370
H -5.5040 1.3258 3.3054 0.347
H -4.2579 1.7006 1.2041 0.432
N -0.0377 -0.4055 -3.1784 -0.152
C 0.5482 -1.6216 -3.1729 0.710
O 1.6270 -1.8907 -2.6866 -0.588
C -0.1869 -2.6680 -3.9927 -1.037
I -1.3692 -3.9021 -2.7200 0.022
H 0.1527 0.2567 -2.4217 0.003
H -1.0206 -0.3839 -3.4073 0.318
H 0.5353 -3.3243 -4.4638 0.371
H -0.8752 -2.2498 -4.7213 0.392
O 0.3521 2.2232 2.0594 -0.983
P 1.7654 2.0211 1.5851 1.871
C 2.1095 2.7207 -0.0801 1.155
C 1.1292 3.8505 -0.4289 -1.150
C 1.0957 4.0417 -1.9527 -0.740
C 2.4775 3.8159 -2.5970 -0.670
C 3.5873 4.1247 -1.5942 -0.955
C 3.5601 3.1203 -0.4309 -1.236
C 2.8765 2.9368 2.7055 0.037
C 2.6907 2.5249 4.1915 -1.030
C 1.6177 3.3679 4.8735 -0.933
C 2.0757 4.8313 4.9765 -0.675
C 2.9920 5.2190 3.8058 -1.184
C 2.6128 4.4547 2.5398 -0.932
C 2.2903 0.2673 1.5536 0.684
C 1.5163 -0.5929 2.5736 -0.084
C 2.1059 -2.0014 2.5632 -0.905
C 3.5625 -2.0099 3.0735 -0.810
C 4.2516 -0.6507 2.8840 -0.692
C 3.8191 0.0036 1.5727 -1.341
H 1.9040 1.8470 -0.8178 0.304
H 1.4518 4.7750 0.0621 0.347
H 0.1360 3.6117 -0.0540 0.424
H 0.7408 5.0505 -2.1817 0.495
H 0.3664 3.3430 -2.3678 0.047
H 2.5895 4.4257 -3.4960 0.498
H 2.5673 2.7736 -2.9165 0.228
H 3.4360 5.1374 -1.2045 0.297
H 4.5719 4.1187 -2.0672 0.528
H 4.0872 3.5432 0.4292 0.330
H 4.1099 2.2204 -0.7201 0.305
H 3.9063 2.7175 2.4080 0.905
H 3.6417 2.6510 4.7210 0.376
H 2.4418 1.4728 4.2702 0.264
H 1.3955 2.9689 5.8655 0.493
H 0.7023 3.2842 4.2847 0.234
H 2.6038 4.9961 5.9200 0.312
H 1.2012 5.4865 4.9907 0.344
H 4.0346 4.9944 4.0556 0.320
H 2.9453 6.2957 3.6271 0.449
H 3.1652 4.8406 1.6808 0.308
H 1.5524 4.6231 2.3285 0.383
H 1.9102 -0.0971 0.5573 0.296
H 0.4689 -0.5988 2.2762 -0.492
H 1.5518 -0.1871 3.5858 0.480
H 2.0633 -2.3783 1.5371 0.318
H 1.4935 -2.6774 3.1632 0.487
H 4.1337 -2.7777 2.5447 0.326
H 3.5883 -2.2833 4.1319 0.339
H 5.3374 -0.7734 2.9128 0.504
H 3.9969 0.0119 3.7133 0.085
H 4.0729 -0.6637 0.7445 0.528
H 4.3893 0.9192 1.3993 0.403



52
Properties=species:S:1:pos:R:3:mulliken_charge:R:1 method="wB97M-V/def2-TZVPD" fmax_ha_per_bohr=0.0324 homo_lumo_gap_ev=8.25 smiles="CCN(CC)S(=O)(=O)c1cc(NC(=O)CSc2nnc(-c3cccs3)o2)ccc1C" lumo_energy_ev=-0.209 homo_energy_ev=-8.46 energy_ev=-66715.651 total_charge=0
C -2.2912 -0.5126 2.7820 -1.108
H -1.2448 -0.3651 3.0356 0.234
H -2.8746 -0.5300 3.6994 0.447
H -2.6242 0.3248 2.1744 0.286
C -2.4847 -1.8280 2.0311 -0.809
N -1.6728 -1.9032 0.8322 0.219
S -2.5033 -1.6574 -0.5987 1.227
O -1.7748 -2.2721 -1.6739 -0.690
O -3.8823 -2.0314 -0.4272 -0.706
C -2.4034 0.1239 -0.8388 0.534
C -1.3853 0.8024 -0.2064 -0.097
C -1.2507 2.1800 -0.3747 0.217
C -2.1582 2.8547 -1.1856 -0.798
C -3.1522 2.1477 -1.8359 -1.018
C -3.2928 0.7702 -1.6909 0.341
C -4.3398 0.0125 -2.4364 -1.639
H -3.8825 -0.8218 -2.9655 0.372
H -4.8536 0.6573 -3.1452 0.431
H -5.0627 -0.4136 -1.7434 0.316
H -3.8357 2.6793 -2.4812 0.378
H -2.0678 3.9204 -1.3165 0.541
N -0.1860 2.8030 0.2829 0.000
C 0.2417 4.0816 0.1650 0.668
O -0.3093 4.9693 -0.4435 -0.638
C 1.5552 4.3246 0.9147 -0.862
H 1.6163 3.7708 1.8492 0.363
H 1.6738 5.3937 1.0856 0.435
S 2.9994 3.8610 -0.1090 -0.125
C 2.9702 2.1522 0.0875 0.609
N 2.1610 1.4416 0.8207 -0.380
N 2.5050 0.1535 0.6440 -0.532
C 3.5078 0.1282 -0.1808 0.437
C 4.1972 -1.0145 -0.6720 0.249
C 5.2570 -1.0397 -1.5453 -0.552
C 5.6847 -2.3470 -1.8247 -0.569
C 4.9503 -3.2878 -1.1667 -0.320
S 3.7186 -2.6053 -0.1901 -0.062
H 5.0643 -4.3530 -1.2028 0.454
H 6.4998 -2.5803 -2.4850 0.408
H 5.6970 -0.1506 -1.9595 0.473
O 3.8593 1.3873 -0.5736 -0.377
H 0.4285 2.1583 0.7834 0.235
H -0.6928 0.2527 0.4116 0.374
C -0.5807 -2.8542 0.8194 -0.578
C 0.5750 -2.4266 1.7167 -0.746
H 0.9897 -1.4748 1.3964 0.049
H 1.3612 -3.1754 1.6654 0.405
H 0.2494 -2.3422 2.7503 0.262
H -0.9392 -3.8475 1.1277 0.328
H -0.2502 -2.9199 -0.2175 0.412
H -3.5316 -1.9276 1.7314 0.506
H -2.2356 -2.6695 2.6842 0.396



Which energy relative to the best compared isomer or geometry (same formula, charge and spin) belongs to each record? In order, 12.9; 20.4; 0.0; 92.0; 3.2; 1.5 kcal per mole.